A cluster of 3 separate species, C2H8NO4 in total at a distorted geometry. Source: OMol25; level of theory: the ωB97M-V functional and the def2-TZVPD basis.

XYZ file:
```
15
Properties=species:S:1:pos:R:3:forces:R:3:lowdin_charge:R:1
C 1.627244 -0.220771 1.747081 1.3 1.4 -2.3 -0.13
N 0.491478 -0.064776 0.790772 1.8 2.0 4.4 -0.01
C -0.522882 0.917098 1.002420 -0.3 -1.2 0.8 -0.73
O -1.530835 0.695717 0.264023 -0.7 0.6 -0.3 -0.09
O -0.396014 1.741411 1.938154 0.1 -0.8 -1.3 -0.05
H 1.791776 0.726370 2.291394 -0.5 -0.4 -0.3 0.06
H 2.595846 -0.275828 1.052598 -1.7 -0.5 1.7 0.10
H 1.547168 -1.012998 2.512129 0.0 0.0 -0.6 0.05
H 0.543276 -0.676669 0.063731 -0.6 -1.5 -2.4 0.04
H -1.290459 0.803370 -2.825715 1.3 -0.2 0.0 0.04
H -0.113902 0.001192 -2.320616 -0.5 0.5 -0.3 0.00
O -0.306133 0.762647 -2.900276 -0.6 0.2 -0.2 -0.13
H -1.717670 -0.426322 -0.720074 0.8 -0.9 -1.6 0.06
H -1.106734 -1.872757 -1.274784 -0.8 0.9 -0.3 0.02
O -1.612159 -1.097684 -1.620837 0.2 -0.2 2.6 -0.23
```
Forces are in eV/Å.

Output
frontier orbital gap: 8.7 eV
total charge: -1
HOMO energy: -0.1814 Ha
energy relative to the best compared isomer or geometry (same formula, charge and spin): 0.978 eV

***

A cluster of 3 separate species, C2H8NO4 in total at a distorted geometry. Source: OMol25; level of theory: the ωB97M-V functional and the def2-TZVPD basis.

XYZ file:
```
15
Properties=species:S:1:pos:R:3:forces:R:3:lowdin_charge:R:1
O 0.566805 0.768665 -1.812240 -0.4 0.2 -0.3 -0.05
C -0.219249 -0.117569 -1.448382 -0.3 -1.5 1.7 -0.72
O -1.434117 -0.106330 -1.113037 -0.2 0.7 -0.7 -0.11
C 0.315510 -1.557957 -1.201458 1.3 -1.0 0.1 -0.22
N 1.784921 -1.743898 -1.313615 0.1 0.0 -0.3 -0.05
H 0.158514 -2.003105 -0.195431 -0.9 0.9 -0.4 0.10
H -0.230493 -2.241345 -1.878825 0.4 0.3 0.0 0.09
H 2.170282 -0.991962 -1.876302 -0.2 0.1 -0.1 0.04
H 2.177969 -1.589611 -0.391152 0.0 0.0 -0.1 0.04
H 0.589481 0.986859 3.844439 -0.1 0.4 0.2 0.04
H -0.817046 0.976186 4.328692 -0.2 0.2 0.1 0.03
O -0.002466 1.475772 4.440208 0.3 -0.6 -0.3 -0.07
H -1.174864 2.333686 -0.931154 0.3 0.1 0.3 0.00
H -2.147071 1.464671 -0.310155 0.5 0.4 0.3 0.00
O -1.738180 2.345937 -0.141585 -0.6 -0.2 -0.4 -0.13
```
Forces are in eV/Å.

Output
frontier orbital gap: 7.7 eV
total charge: -1
HOMO energy: -0.1598 Ha
energy relative to the best compared isomer or geometry (same formula, charge and spin): 0.856 eV

***

A cluster of 2 separate species, C2H8NOS in total at a distorted geometry. Source: OMol25; level of theory: the ωB97M-V functional and the def2-TZVPD basis.

XYZ file:
```
13
Properties=species:S:1:pos:R:3:forces:R:3:lowdin_charge:R:1
C 0.986899 1.420404 0.517827 1.9 -1.4 2.7 -0.12
C -0.773161 -0.152512 -1.430964 2.6 1.9 0.6 -0.10
N -1.240770 -1.261163 1.274521 1.5 2.4 -1.2 0.11
O 1.646084 -0.924077 -0.286605 1.2 -1.1 -0.6 -0.31
S 0.445148 -0.213519 -0.047625 -3.6 -0.1 1.0 0.99
H 2.046915 1.169361 0.903223 -1.7 0.1 -0.5 0.12
H 0.541424 2.059200 1.280817 -0.9 -0.6 -0.2 0.09
H 1.142978 1.934836 -0.351976 0.2 1.5 -2.5 0.03
H -0.739771 -1.088212 -1.842921 0.6 -2.5 -1.3 0.05
H -0.590576 0.643486 -2.146101 0.1 0.1 0.1 0.09
H -1.674264 -0.131206 -0.954263 -2.5 0.8 1.4 0.02
H -0.580820 -1.218772 2.024426 0.3 0.2 1.4 0.00
H -1.210086 -2.237825 1.059642 0.2 -1.2 -0.9 0.02
```
Forces are in eV/Å.

Output
frontier orbital gap (spin up / spin down): 8.9 / 9.2 eV
total charge: +1
HOMO energy (spin up / spin down): -0.5852 / -0.5673 Ha
energy relative to the best compared isomer or geometry (same formula, charge and spin): 5.283 eV

***

A cluster of 2 separate species, C2H8NOS in total at a distorted geometry. Source: OMol25; level of theory: the ωB97M-V functional and the def2-TZVPD basis.

XYZ file:
```
13
Properties=species:S:1:pos:R:3:forces:R:3:lowdin_charge:R:1
C 0.045487 1.547951 -0.383427 -0.1 0.4 -0.3 -0.20
C -0.142239 -1.267006 -0.937216 -1.6 0.8 0.2 -0.21
N 0.452399 -0.452020 1.676534 0.0 0.1 0.4 -0.21
O 3.297814 -0.177334 0.055283 -0.1 0.0 0.0 -0.09
S 0.809764 -0.068075 0.099393 -1.7 -0.8 0.9 1.01
H 0.478960 1.818440 -1.405422 -0.9 -0.9 1.1 0.10
H 0.417962 2.385198 0.235529 0.0 -0.8 0.2 0.07
H -1.081931 1.506007 -0.312914 1.3 -0.1 -0.4 0.09
H -1.279814 -1.298755 -0.677039 2.1 0.3 -0.2 0.11
H 0.277129 -2.280678 -0.857453 0.1 0.6 0.1 0.07
H -0.036998 -0.833598 -1.941485 0.0 -0.5 0.1 0.06
H 1.183400 -0.967267 2.146256 0.6 0.3 -0.3 0.07
H -0.413740 -0.623440 2.229302 0.2 0.6 -1.7 0.12
```
Forces are in eV/Å.

Output
frontier orbital gap (spin up / spin down): 9.4 / 9.3 eV
total charge: +1
HOMO energy (spin up / spin down): -0.5791 / -0.5790 Ha
energy relative to the best compared isomer or geometry (same formula, charge and spin): 6.961 eV

***

A cluster of 2 separate species, C2H8NS in total at a distorted geometry. Source: OMol25; level of theory: the ωB97M-V functional and the def2-TZVPD basis.

XYZ file:
```
12
Properties=species:S:1:pos:R:3:forces:R:3:lowdin_charge:R:1
C -0.466791 1.236098 -0.309891 -1.9 -2.5 -0.2 -0.10
C -0.153927 -0.197056 -0.736754 1.8 -0.4 -0.9 -0.55
N 1.054262 -0.820819 0.773822 0.4 1.6 -2.5 0.15
S -1.500002 -1.297742 -0.830326 1.3 0.3 0.0 0.91
H -1.467294 1.291885 0.264915 1.4 0.3 -1.6 0.12
H -0.327995 1.686835 -1.290754 -0.5 1.2 0.5 0.11
H 0.255717 1.436718 0.399842 1.8 1.5 1.0 0.04
H 0.671158 -0.234231 -1.549281 -1.6 -0.3 1.4 0.13
H 0.675425 -0.215358 1.456634 -1.2 -0.6 1.7 0.08
H 1.989906 -0.429845 0.733627 0.4 -0.3 -0.7 0.11
H 1.117437 -1.818577 0.831446 -0.5 -0.5 0.8 0.11
H -1.847896 -0.637906 0.256721 -1.3 -0.3 0.5 -0.11
```
Forces are in eV/Å.

Output
frontier orbital gap: 10.4 eV
total charge: +1
HOMO energy: -0.5477 Ha
energy relative to the best compared isomer or geometry (same formula, charge and spin): 1.743 eV

***

The ion C2H8NS with charge +1 at a distorted geometry. Source: OMol25; level of theory: the ωB97M-V functional and the def2-TZVPD basis.

XYZ file:
```
12
Properties=species:S:1:pos:R:3:forces:R:3:lowdin_charge:R:1
C 0.422830 -1.055301 0.192334 0.9 -1.0 -2.1 -0.14
C -0.526466 0.025218 0.553393 1.5 0.8 2.7 -0.71
N 0.145680 1.350134 0.073254 -0.3 -0.4 0.2 0.15
S -2.197921 -0.067899 -0.180043 0.8 0.7 0.1 0.83
H 0.275509 -1.302007 -0.911030 0.9 0.3 1.2 0.12
H 0.160304 -1.939705 0.693342 -1.0 -1.3 0.6 0.07
H 1.481328 -1.004013 0.590753 -0.9 0.8 -0.9 0.13
H -0.319429 0.097262 1.667459 -1.8 0.1 -0.9 0.14
H 0.684234 1.830516 0.883989 -1.0 -0.9 -2.1 0.22
H -0.590148 1.959933 -0.337369 0.8 0.0 0.4 0.15
H 0.733502 0.934603 -0.678428 0.2 1.4 0.4 0.16
H -2.642358 -1.063736 0.564430 -0.1 -0.4 0.4 -0.11
```
Forces are in eV/Å.

Output
frontier orbital gap: 10.3 eV
structure (SMILES): C[C@@H]([NH3+])S
total charge: +1
HOMO energy: -0.5243 Ha
energy relative to the best compared isomer or geometry (same formula, charge and spin): 0.907 eV

***

A cluster of 2 separate species, C2H8O in total at a distorted geometry. Source: OMol25; level of theory: the ωB97M-V functional and the def2-TZVPD basis.

XYZ file:
```
11
Properties=species:S:1:pos:R:3:forces:R:3:lowdin_charge:R:1
C 0.840806 -0.070406 0.633875 -0.2 1.2 -0.2 -0.17
C 0.836333 0.622903 -0.770516 0.1 -1.2 0.2 -0.17
H 1.081827 -1.146386 0.605877 -0.1 0.5 -0.2 0.07
H -0.186788 0.050111 1.016168 0.6 -0.2 0.3 0.04
H 1.535981 0.427846 1.330360 -0.3 -0.3 -0.2 0.06
H 1.812542 0.524853 -1.274506 -0.4 0.1 0.1 0.06
H 0.537076 1.684401 -0.786735 0.1 -0.5 0.3 0.06
H 0.089469 0.038175 -1.333462 0.3 0.5 -0.3 0.05
O -2.465709 -0.822542 0.453982 0.8 0.3 -0.8 -0.09
H -1.782285 -1.388076 0.028115 -0.7 0.6 0.4 0.04
H -2.299252 0.079121 0.096842 -0.2 -1.0 0.3 0.04
```
Forces are in eV/Å.

Output
frontier orbital gap: 12.3 eV
structure (SMILES): CC.O
HOMO energy: -0.4201 Ha
energy relative to the best compared isomer or geometry (same formula, charge and spin): 0.127 eV

***

A cluster of 2 separate species, C2H8O2 in total at a distorted geometry. Source: OMol25; level of theory: the ωB97M-V functional and the def2-TZVPD basis.

XYZ file:
```
12
Properties=species:S:1:pos:R:3:forces:R:3:lowdin_charge:R:1
C -2.331787 -0.542671 0.553769 0.1 0.2 -1.6 -0.16
O -1.120938 0.219290 0.434135 -0.8 0.4 1.5 -0.15
H -2.213875 -1.550412 0.134637 0.0 0.2 -0.2 0.07
H -3.248546 -0.067374 0.084738 1.1 -0.3 0.3 0.09
H -2.570684 -0.710750 1.596910 0.3 0.4 0.3 0.06
H -0.583662 0.296125 -0.367405 -0.8 -0.9 -0.3 0.04
C 2.172458 0.438844 0.034525 -2.6 0.4 2.2 -0.14
O 1.221532 -0.028284 -0.993880 2.4 -0.8 -1.1 -0.20
H 1.537196 0.955595 0.964353 1.3 -1.2 -2.9 0.14
H 2.898483 1.172928 -0.303215 0.0 -0.1 -0.3 0.06
H 2.616848 -0.409926 0.554415 0.3 0.0 -0.4 0.06
H 1.715464 -0.591276 -1.716238 -1.3 1.8 2.3 0.14
```
Forces are in eV/Å.

Output
frontier orbital gap: 10.5 eV
structure (SMILES): CO.CO
HOMO energy: -0.3596 Ha
energy relative to the best compared isomer or geometry (same formula, charge and spin): 1.393 eV